a.
Formula: C22H35Cl2N11Rb
Source: the Open Molecules 2025 dataset
Level of theory: ωB97M-V/def2-TZVPD

Last column: Mulliken charge in e.
Cartesian coordinates (Å):
Rb1 -0.11 -0.77 -0.28  0.696
Cl1 -2.12 0.66 -2.31  -0.082
Cl2 -3.21 -1.39 -0.50  -0.086
N1 0.32 -4.17 -6.28  -0.555
N2 2.74 -3.27 -5.43  -0.512
N3 2.22 -1.67 1.17  0.036
N4 -0.34 -1.50 2.57  0.165
N5 -0.85 7.36 5.05  -0.554
N6 1.58 -0.35 -2.62  -0.456
N7 -0.71 -3.14 -2.83  -0.115
N8 -1.15 5.75 3.32  -0.362
N9 0.20 -3.65 0.61  0.036
N10 2.67 -0.92 -4.76  -0.664
N11 -0.01 1.97 0.92  -0.042
C1 -0.32 -3.94 1.95  -0.812
C2 0.92 -1.36 3.29  -0.892
C3 -2.02 6.35 1.14  -0.558
C4 -0.64 -3.62 -5.29  -0.537
C5 1.21 2.34 1.30  0.040
C6 -1.30 8.30 4.23  -0.162
C7 0.68 4.66 1.14  -0.024
C8 -0.61 4.30 0.76  0.485
C9 -0.88 2.94 0.64  -0.713
C10 1.61 -3.98 0.38  -0.873
C11 -0.25 -4.05 -3.87  -0.709
C12 2.67 -2.15 -5.09  0.704
C13 -1.03 -2.78 2.65  -0.881
C14 2.14 -1.99 2.59  -0.853
C15 -1.71 8.03 2.93  -0.610
C16 2.56 -2.77 0.28  -0.686
C17 -1.60 6.71 2.50  0.799
C18 -0.81 6.13 4.55  -0.143
C19 1.60 3.67 1.42  -0.997
C20 -1.64 5.30 0.41  -0.807
C21 2.10 -0.61 -3.62  0.377
C22 -3.58 -0.01 -1.56  -0.392
H1 -0.01 -4.09 -7.23  0.232
H2 -0.97 -0.77 2.89  0.235
H3 1.96 -4.65 1.17  0.354
H4 0.84 -4.10 -3.81  0.347
H5 0.51 -4.29 2.58  0.308
H6 3.03 -1.67 3.14  0.474
H7 2.54 -2.38 -0.74  0.282
H8 -4.05 0.76 -0.96  0.319
H9 1.79 -4.04 -5.65  0.440
H10 1.71 -4.54 -0.55  0.459
H11 -2.08 8.80 2.28  0.382
H12 -1.35 9.31 4.62  0.397
H13 0.95 5.70 1.22  0.507
H14 0.52 -5.16 -6.11  0.296
H15 -0.44 5.35 5.21  0.414
H16 -0.37 -4.08 -0.11  0.268
H17 -1.21 -3.10 3.69  0.343
H18 1.10 -0.29 3.39  0.386
H19 -1.66 -3.92 -5.54  0.381
H20 1.91 1.55 1.53  0.258
H21 -2.74 7.03 0.69  0.342
H22 -1.02 -4.78 1.93  0.443
H23 -1.87 2.62 0.32  0.451
H24 -0.19 -2.27 -2.90  -0.012
H25 -0.57 -2.53 -5.36  0.304
H26 2.84 -0.89 1.00  0.217
H27 3.58 -3.16 0.45  0.324
H28 2.61 3.91 1.72  0.410
H29 -2.01 -2.64 2.19  0.312
H30 -1.69 -2.92 -2.91  0.187
H31 2.11 -3.07 2.71  0.251
H32 -2.11 5.17 -0.56  0.442
H33 -4.23 -0.36 -2.35  0.359
H34 0.87 -1.77 4.31  0.292
H35 -0.63 -5.05 -3.66  0.331

Properties
Spin multiplicity: 1
Orbital gap: 8.99 eV
Total charge: +1


b.
Formula: C22H35Cl2N11Rb
Source: the Open Molecules 2025 dataset
Level of theory: ωB97M-V/def2-TZVPD

Last column: Mulliken charge in e.
Cartesian coordinates (Å):
Rb1 0.27 0.55 0.25  0.589
Cl1 0.23 0.51 -3.25  -0.130
Cl2 1.39 2.92 -2.05  -0.099
N1 -2.25 5.53 1.32  -0.173
N2 1.41 -2.33 -0.15  -0.079
N3 0.21 2.68 2.33  0.490
N4 -3.27 0.42 -2.30  -0.310
N5 -2.29 -1.34 -0.14  -0.173
N6 -4.49 6.25 0.96  -0.612
N7 1.10 -1.08 2.53  0.155
N8 -1.84 0.01 2.98  -0.574
N9 -2.39 2.14 -0.65  -0.619
N10 3.15 -0.12 0.71  -0.001
N11 -2.92 1.86 1.72  -0.611
C1 -4.15 -0.49 -1.52  -0.514
C2 0.23 2.29 -3.22  -0.172
C3 -2.63 1.99 0.49  0.636
C4 0.60 6.34 1.65  -1.005
C5 0.33 3.81 4.43  -1.070
C6 -3.40 -1.71 -1.03  -0.829
C7 0.20 2.67 3.66  -0.231
C8 0.33 3.86 1.73  -0.085
C9 2.46 -0.83 3.00  -0.883
C10 -0.35 7.03 1.03  -0.705
C11 1.37 -3.13 1.09  -0.922
C12 0.46 5.03 3.78  -0.413
C13 -2.68 7.75 0.62  -0.799
C14 0.71 -2.46 2.30  -0.807
C15 3.36 -0.75 -0.59  -0.588
C16 3.52 -0.90 1.89  -0.778
C17 -4.03 7.45 0.62  -0.156
C18 0.45 5.07 2.40  0.302
C19 -3.56 5.35 1.30  -0.221
C20 -2.33 0.88 2.39  0.418
C21 2.76 -2.15 -0.73  -0.900
C22 -1.80 6.74 0.99  1.062
H1 -0.07 7.95 0.54  0.343
H2 0.84 -2.78 -0.84  0.305
H3 0.32 3.75 5.51  0.432
H4 -2.81 1.35 -1.51  0.355
H5 -4.12 -2.38 -0.55  0.388
H6 2.46 0.18 3.41  0.343
H7 -2.99 -2.24 -1.89  0.406
H8 -1.68 -2.14 0.00  0.085
H9 -0.38 -2.45 2.17  0.374
H10 0.55 5.95 4.35  0.496
H11 2.38 -3.44 1.35  0.390
H12 1.61 6.75 1.61  0.470
H13 -4.99 -0.80 -2.13  0.376
H14 -3.92 4.37 1.59  0.517
H15 4.47 -0.55 2.33  0.507
H16 0.31 3.86 0.64  0.287
H17 0.91 -3.12 3.16  0.355
H18 0.43 -0.67 3.17  0.125
H19 -2.64 -1.10 0.78  0.135
H20 -3.77 0.85 -3.07  0.311
H21 -2.47 -0.08 -2.68  0.243
H22 2.72 -2.37 -1.79  0.472
H23 4.42 -0.84 -0.87  0.333
H24 0.82 -4.07 0.91  0.435
H25 3.62 0.78 0.73  0.242
H26 -2.32 8.74 0.35  0.377
H27 3.44 -2.89 -0.30  0.342
H28 3.70 -1.93 1.61  0.133
H29 0.08 1.70 4.13  0.411
H30 -4.77 8.19 0.35  0.418
H31 -4.55 0.08 -0.68  0.289
H32 0.51 2.64 -4.20  0.394
H33 -0.76 2.63 -2.92  0.139
H34 2.76 -1.51 3.80  0.338
H35 2.90 -0.09 -1.34  0.240

Properties
Spin multiplicity: 1
Orbital gap: 8.90 eV
Total charge: +1


What should be chosen as the most stable of them? Choose b.


a.
Formula: C3H7OPS2
Source: the Open Molecules 2025 dataset
Level of theory: ωB97M-V/def2-TZVPD

Last column: Mulliken charge in e.
Cartesian coordinates (Å):
S1 0.21 -1.09 1.33  -0.074
S2 0.85 1.89 -0.27  -0.315
P1 -0.05 -0.82 -0.70  0.162
O1 -1.68 -0.89 -0.84  -0.127
C1 -2.25 -0.95 -2.14  -0.638
C2 1.34 1.47 1.44  -0.456
C3 1.62 -0.01 1.60  -0.736
H1 1.99 -0.41 2.64  0.301
H2 -3.36 -0.77 -2.17  0.247
H3 2.29 1.97 1.74  0.304
H4 -2.05 -1.92 -2.68  0.304
H5 0.71 1.92 2.14  0.366
H6 -1.94 -0.12 -2.82  0.304
H7 2.31 -0.25 0.73  0.358

Properties
Spin multiplicity: 1
Orbital gap (alpha / beta): 7.41 / 7.41 eV


b.
Formula: C3H7OPS2
Source: the Open Molecules 2025 dataset
Level of theory: ωB97M-V/def2-TZVPD

Last column: Mulliken charge in e.
Cartesian coordinates (Å):
S1 -2.45 -4.66 -0.51  -0.255
S2 0.78 0.17 -2.90  -0.331
P1 0.10 0.23 -1.07  0.710
O1 -0.75 -0.73 -0.43  -0.540
C1 0.75 1.19 1.46  -1.132
C2 1.46 2.65 -0.50  -0.717
C3 0.82 1.57 -0.02  0.515
H1 1.73 3.42 0.26  0.203
H2 1.65 2.90 -1.52  0.298
H3 1.16 0.13 1.63  0.306
H4 -2.92 -5.89 -0.32  0.135
H5 1.26 1.96 1.93  0.397
H6 -0.34 1.22 1.66  0.290
H7 -3.25 -4.15 0.33  0.121

Properties
Spin multiplicity: 1
Orbital gap: 8.74 eV
SMILES string: C=C(C)P(=O)=S.S


What should be chosen as the most stable of them? Choose b.


a.
Formula: CH3ClOSi
Source: the Open Molecules 2025 dataset
Level of theory: ωB97M-V/def2-TZVPD

Last column: Mulliken charge in e.
Cartesian coordinates (Å):
Cl1 3.25 -0.35 -2.16  -0.216
Si1 0.02 0.01 -0.08  0.466
O1 1.09 -0.32 -3.56  -0.329
C1 1.44 -0.23 -2.45  0.098
H1 -1.15 -0.94 -0.38  0.008
H2 0.08 1.36 -0.29  -0.024
H3 1.23 -0.56 0.74  -0.002

Properties
Spin multiplicity: 1
Orbital gap: 7.39 eV


b.
Formula: CH3ClOSi
Source: the Open Molecules 2025 dataset
Level of theory: ωB97M-V/def2-TZVPD

Last column: Mulliken charge in e.
Cartesian coordinates (Å):
Cl1 -1.82 -1.15 -0.52  -0.515
Si1 0.70 -0.24 -0.07  0.445
O1 -1.42 1.84 0.27  -0.144
C1 -0.75 0.97 0.03  0.452
H1 1.32 -0.86 -1.23  -0.062
H2 0.28 -1.10 0.98  -0.039
H3 1.69 0.55 0.55  -0.138

Properties
Spin multiplicity: 1
Orbital gap: 8.96 eV


What should be chosen as the most stable of them? Choose b.